Here is 6 unconnected molecules or ions with the total composition C56H62F3N2O5 at a distorted geometry from the Open Molecules 2025 dataset. Energies are from ωB97M-V/def2-TZVPD.

ORCA input file:
```
! RIJCOSX wB97M-V def2-TZVPD def2/J DEFGRID3
* xyz 1 1
C -0.495 -3.071 0.816
C -1.400 -3.740 0.024
N -2.314 -3.094 -0.907
C -2.156 -3.251 -2.258
C -0.996 -4.097 -2.681
C 0.346 -3.444 -2.393
C 1.427 -4.269 -2.097
C 2.698 -3.761 -1.861
C 2.900 -2.381 -1.898
C 1.825 -1.559 -2.200
C 0.559 -2.072 -2.438
C -3.022 -2.637 -3.142
C -2.836 -2.726 -4.644
C -2.321 -1.371 -5.159
O -3.017 -0.450 -5.468
C -4.113 -1.886 -2.629
C -5.134 -1.232 -3.528
O -5.409 -1.628 -4.607
O -5.793 -0.146 -3.018
C -5.391 1.063 -3.627
O -4.857 1.876 -2.583
C -3.820 2.658 -2.970
F -2.788 1.945 -3.441
F -3.384 3.309 -1.899
F -4.207 3.538 -3.892
C -4.266 -1.778 -1.250
O -5.278 -1.126 -0.644
C -6.564 -1.761 -0.805
C -6.795 -2.982 0.112
C -7.309 -4.185 -0.737
C -6.148 -5.113 -1.164
C -3.323 -2.377 -0.381
N -3.435 -2.231 0.988
C -2.675 -1.066 1.539
C -3.519 0.205 1.782
C -2.848 1.394 1.089
H 0.420 -2.609 0.448
H -0.704 -3.016 1.885
H -1.444 -4.827 0.022
H -1.031 -4.407 -3.719
H -1.034 -5.022 -2.096
H 1.292 -5.346 -2.081
H 3.498 -4.459 -1.650
H 3.896 -2.016 -1.687
H 2.018 -0.494 -2.241
H -0.256 -1.400 -2.692
H -2.080 -3.448 -4.935
H -3.752 -3.013 -5.149
H -1.225 -1.266 -5.275
H -6.284 1.558 -4.006
H -4.706 0.925 -4.463
H -6.767 -2.062 -1.834
H -7.303 -0.999 -0.572
H -5.894 -3.338 0.605
H -7.597 -2.756 0.811
H -7.882 -3.850 -1.599
H -7.924 -4.770 -0.054
H -5.225 -4.900 -0.616
H -6.389 -6.159 -0.988
H -5.899 -5.005 -2.223
H -4.401 -2.098 1.255
H -2.304 -1.380 2.519
H -1.779 -0.850 0.959
H -3.515 0.427 2.850
H -4.561 0.087 1.487
H -2.703 1.234 0.019
H -3.374 2.331 1.264
H -1.851 1.533 1.518
C -1.315 4.549 3.060
C 0.052 4.368 2.900
C 0.865 4.198 4.013
C 0.308 4.200 5.285
C -1.059 4.379 5.445
C -1.871 4.557 4.332
H -1.947 4.685 2.192
H 0.485 4.360 1.908
H 1.932 4.063 3.887
H 0.941 4.063 6.153
H -1.492 4.380 6.437
H -2.937 4.701 4.457
C 4.371 0.827 -4.025
C 3.984 2.146 -3.824
C 4.790 2.995 -3.077
C 5.981 2.526 -2.534
C 6.363 1.205 -2.731
C 5.552 0.361 -3.478
H 3.747 0.158 -4.606
H 3.057 2.509 -4.250
H 4.489 4.022 -2.915
H 6.608 3.189 -1.953
H 7.287 0.836 -2.305
H 5.845 -0.671 -3.634
C 3.388 1.452 5.182
C 4.522 1.336 5.973
C 5.566 0.511 5.575
C 5.478 -0.191 4.381
C 4.344 -0.072 3.587
C 3.298 0.746 3.990
H 2.573 2.092 5.493
H 4.594 1.888 6.902
H 6.448 0.416 6.196
H 6.293 -0.830 4.068
H 4.277 -0.618 2.654
H 2.411 0.837 3.374
C 7.162 -0.692 9.015
C 6.062 0.104 9.306
C 6.168 1.118 10.248
C 7.377 1.342 10.893
C 8.477 0.548 10.600
C 8.369 -0.471 9.664
H 7.077 -1.485 8.282
H 5.121 -0.067 8.798
H 5.309 1.735 10.480
H 7.461 2.135 11.625
H 9.420 0.724 11.102
H 9.226 -1.093 9.439
C 0.002 4.516 -7.923
C 1.375 4.341 -7.820
C 1.888 3.226 -7.173
C 1.025 2.279 -6.636
C -0.349 2.452 -6.742
C -0.860 3.572 -7.382
H -0.397 5.387 -8.426
H 2.047 5.076 -8.244
H 2.959 3.094 -7.087
H 1.424 1.406 -6.134
H -1.023 1.713 -6.325
H -1.931 3.709 -7.461
*
```

The calculation puts the electronic energy at -2956.0177 Ha. The frontier orbital gap is 5.937 eV.

These are the Löwdin partial charges, in e, on atoms 1 to 5: 0.09, -0.08, 0.10, -0.12, -0.06



Here is 2 unconnected molecules or ions with the total composition C4H14NO3 from the Open Molecules 2025 dataset. Energies are from ωB97M-V/def2-TZVPD.

ORCA input file:
```
! RIJCOSX wB97M-V def2-TZVPD def2/J DEFGRID3
* xyz 1 1
C 0.845 1.271 0.925
O 1.784 2.274 0.674
C 0.242 0.810 -0.388
C -0.498 -0.533 -0.277
C 0.233 -1.546 -1.143
O 0.141 -1.099 -2.500
N -0.748 1.893 -0.817
H 0.024 1.670 1.528
H 1.172 0.418 1.505
H 2.580 2.230 1.228
H 0.940 0.809 -1.212
H -1.523 -0.448 -0.648
H -0.541 -0.935 0.740
H -0.142 -2.561 -1.069
H 1.289 -1.542 -0.879
H -0.203 -1.781 -3.080
H -1.598 1.547 -1.256
H -1.018 2.467 -0.016
H -0.330 2.548 -1.478
H -0.209 -2.435 3.122
H -1.626 -2.752 2.660
O -0.815 -2.304 2.381
*
```

The calculation puts the electronic energy at -441.0218 Ha. The frontier orbital gap is 10.845 eV. For the energy above the lowest of the compared OMol25 structures with the same formula, charge and spin, the calculation gives 23.0 kcal per mole.

These are the Löwdin partial charges, in e, on atoms 1 to 5: -0.22, -0.02, -0.24, -0.12, -0.23



Here is 2 unconnected molecules or ions with the total composition C27H56N4O4P2 at a distorted geometry from the Open Molecules 2025 dataset. Energies are from ωB97M-V/def2-TZVPD.

ORCA input file:
```
! RIJCOSX wB97M-V def2-TZVPD def2/J DEFGRID3
* xyz 0 1
C -1.404 2.915 0.639
C -0.179 3.069 -0.440
C 0.131 4.439 -1.318
C 1.348 4.519 -2.424
C 2.340 3.212 -2.710
C 3.482 3.407 -3.870
C 2.789 3.100 -5.339
C 4.890 2.610 -3.605
C 2.061 1.861 -1.824
O 2.899 0.663 -1.990
C 3.811 0.579 -0.808
C 4.034 -0.988 -0.290
C 3.007 -1.919 -1.168
O 2.995 -3.357 -0.749
C 2.289 -4.015 -1.897
C 1.183 -5.138 -1.405
C -0.138 -4.939 -2.391
C -0.935 -6.345 -2.716
C -1.944 -6.047 -4.001
N -2.589 -4.675 -3.919
O 5.462 -1.395 -0.494
C 6.305 -0.886 0.609
P 7.956 -0.188 -0.103
C 8.119 1.696 0.176
C 7.949 -0.487 -1.993
C 0.828 1.785 -0.705
H -2.403 2.771 0.001
H -1.571 3.847 1.335
H -1.324 1.944 1.306
H -0.532 5.400 -1.158
H 1.499 5.515 -3.045
H 3.750 4.570 -3.885
H 3.586 3.086 -6.223
H 2.123 2.129 -5.337
H 2.064 4.016 -5.583
H 5.747 2.897 -4.384
H 4.791 1.424 -3.698
H 5.338 2.842 -2.522
H 3.422 1.175 0.122
H 4.894 1.017 -1.049
H 3.852 -1.100 0.883
H 3.407 -1.880 -2.292
H 1.872 -1.567 -1.093
H 1.683 -3.202 -2.527
H 3.106 -4.447 -2.637
H 1.631 -6.189 -1.675
H 0.895 -5.042 -0.257
H -0.828 -4.111 -1.899
H 0.192 -4.502 -3.442
H -0.188 -7.175 -3.068
H -1.571 -6.641 -1.765
H -2.846 -6.829 -4.025
H -1.415 -6.134 -5.042
H -3.577 -4.805 -3.605
H -2.667 -4.307 -4.914
H 6.624 -1.812 1.289
H 5.765 -0.127 1.321
H 7.767 2.053 1.238
H 9.255 2.047 0.070
H 7.530 2.274 -0.666
H 8.269 -1.623 -2.173
H 6.872 -0.243 -2.385
H 8.699 0.200 -2.573
H 0.625 0.784 -0.101
O -4.291 2.386 2.863
P -4.925 1.665 4.078
N -4.594 0.133 3.437
C -5.498 -0.962 3.153
C -3.202 -0.252 3.241
N -6.505 2.175 3.651
C -7.423 1.401 2.837
C -6.620 3.590 3.279
N -5.654 0.836 5.474
C -4.711 0.152 6.365
C -6.663 1.531 6.280
H -6.274 -1.079 3.913
H -4.984 -1.930 3.119
H -5.971 -0.827 2.176
H -2.823 -0.796 4.112
H -2.553 0.619 3.096
H -3.074 -0.886 2.357
H -7.022 1.220 1.837
H -8.390 1.911 2.724
H -7.673 0.455 3.320
H -6.331 3.761 2.230
H -5.979 4.214 3.912
H -7.641 3.954 3.417
H -4.243 -0.703 5.868
H -5.210 -0.277 7.242
H -3.926 0.834 6.706
H -7.650 1.128 6.039
H -6.671 2.612 6.106
H -6.526 1.406 7.360
*
```

The calculation puts the electronic energy at -2264.3315 Ha. As for the SMILES: Cc1ccc(C(C)C)c(OC[C@@H](COCCCCCN)OCP(C)C)c1.CN(C)P(=O)(N(C)C)N(C)C. The frontier orbital gap is 6.667 eV.

These are the Löwdin partial charges, in e, on atoms 1 to 5: -0.13, -0.18, -0.04, -0.02, -0.06